The following is a quantum chemistry calculation of C3H4FN3 in the gas phase at a distorted geometry, from the OMol25 dataset.

Its structure (SMILES) is FCc1nc[nH]n1. For the molar mass, the calculation gives 101.08 u. As for the energy above the lowest of the compared OMol25 structures with the same formula, charge and spin: 293.3 kJ/mol. As for the HOMO-LUMO gap: 9.50 eV.

ORCA input file:
```
! RIJCOSX wB97M-V def2-TZVPD def2/J DEFGRID3
* xyz 0 1
C 1.87526 0.01512 0.34092
N -1.62077 0.23151 -0.83637
C -1.66242 -0.30127 0.40778
H -2.38797 0.62103 -1.35418
H 2.01716 -0.42502 1.30109
F 2.52637 -0.64633 -0.72740
C 0.41888 -0.00957 0.15580
N -0.46385 0.50464 -1.26306
N -0.49160 -0.33742 0.97324
H 2.31176 1.09337 0.15265
H -2.52282 -0.74606 0.84953
*
```

---

The following is a quantum chemistry calculation of 2 unconnected molecules or ions with the total composition C3H4FN3 at a distorted geometry, from the OMol25 dataset.

For the molar mass, the calculation gives 101.08 u. As for the energy above the lowest of the compared OMol25 structures with the same formula, charge and spin: 551.9 kJ/mol. As for the HOMO-LUMO gap: 8.02 eV.

ORCA input file:
```
! RIJCOSX wB97M-V def2-TZVPD def2/J DEFGRID3
* xyz 0 1
H 1.06918 0.73718 -1.41446
C -0.82539 -0.76801 0.35706
H 0.94078 -1.75008 0.76640
C 1.50203 0.20781 0.50129
H -1.31842 -1.71521 0.40251
C 0.57385 -0.82852 0.47041
H 2.38117 1.62899 -0.55652
N -1.69050 1.50823 0.47252
F -2.79932 -0.35892 -0.74998
N -1.50879 0.40404 0.30146
N 1.67542 0.93450 -0.55068
*
```

---

The following is a quantum chemistry calculation of 2 unconnected molecules or ions with the total composition C3H4FN3 at a distorted geometry, from the OMol25 dataset.

For the molar mass, the calculation gives 101.08 u. As for the energy above the lowest of the compared OMol25 structures with the same formula, charge and spin: 423.3 kJ/mol. As for the HOMO-LUMO gap: 9.09 eV.

ORCA input file:
```
! RIJCOSX wB97M-V def2-TZVPD def2/J DEFGRID3
* xyz 0 1
F 1.06437 2.48168 1.92861
C -1.62464 -0.47132 -0.47450
N 0.24958 -0.36601 -2.24176
H -2.59922 -0.37015 -0.94881
C 0.86399 1.28791 1.42852
N 1.96725 -0.67256 0.72591
H -1.48245 0.33859 0.23984
H 2.11273 -0.83901 -0.26613
N 1.61884 0.45118 1.02295
H -1.57651 -1.42071 0.05693
C -0.59393 -0.41959 -1.47156
*
```

---

The following is a quantum chemistry calculation of C3H4FNO in the gas phase at a distorted geometry, from the OMol25 dataset.

Its structure (SMILES) is O=CN/C=C\F. For the molar mass, the calculation gives 89.07 u. As for the energy above the lowest of the compared OMol25 structures with the same formula, charge and spin: 126.1 kJ/mol. As for the HOMO-LUMO gap: 10.04 eV.

ORCA input file:
```
! RIJCOSX wB97M-V def2-TZVPD def2/J DEFGRID3
* xyz 0 1
C 1.87821 -0.03164 -0.13985
C -1.86076 0.19315 -0.11754
H 0.41316 -1.51111 0.50228
H 1.69956 1.06561 -0.24438
H -0.22484 1.34089 0.02987
C -0.53581 0.37116 0.21731
N 0.60238 -0.54618 0.26999
H -2.63164 0.94750 -0.25360
F -2.29242 -1.12463 -0.12582
O 2.95216 -0.70475 -0.13826
*
```

---

The following is a quantum chemistry calculation of C3H4FNO in the gas phase at a distorted geometry, from the OMol25 dataset.

Its structure (SMILES) is O=CN/C=C/F. For the molar mass, the calculation gives 89.07 u. As for the energy above the lowest of the compared OMol25 structures with the same formula, charge and spin: 69.1 kJ/mol. As for the HOMO-LUMO gap: 9.85 eV.

ORCA input file:
```
! RIJCOSX wB97M-V def2-TZVPD def2/J DEFGRID3
* xyz 0 1
H -0.82960 1.43490 -0.08138
C 0.55363 -0.22088 -0.04884
C 1.73575 0.37717 0.02779
F 2.87060 -0.31454 -0.08532
H 1.94367 1.40559 0.15076
H 0.51541 -1.32359 -0.13605
N -0.66561 0.44991 -0.02723
C -1.77677 -0.41050 0.06606
H -1.45454 -1.41046 0.25038
O -2.89255 0.01240 -0.11616
*
```

---

The following is a quantum chemistry calculation of 2 unconnected molecules or ions with the total composition C3H4FNO at a distorted geometry, from the OMol25 dataset.

For the molar mass, the calculation gives 89.07 u. As for the energy above the lowest of the compared OMol25 structures with the same formula, charge and spin: 400.7 kJ/mol. As for the HOMO-LUMO gap (spin up / spin down): 8.83 / 8.83 eV.

ORCA input file:
```
! RIJCOSX wB97M-V def2-TZVPD def2/J DEFGRID3
* xyz 0 1
F -0.50891 1.95969 -2.50224
N 0.21075 1.26624 -0.51941
H -3.25038 0.36342 0.29660
C -0.66535 1.36592 -1.32302
C -2.43006 -0.33741 0.11171
H 1.01756 -0.17963 0.79982
H -2.65990 -0.98264 -0.84903
O -1.71748 -0.59436 1.00009
H 0.95157 1.58049 1.32275
C 0.86162 0.90542 0.50076
*
```

---

The following is a quantum chemistry calculation of C3H4FNO2 in the gas phase at a distorted geometry, from the OMol25 dataset.

Its structure (SMILES) is O=C1[C@@H](F)CN1O. For the molar mass, the calculation gives 105.07 u. As for the energy above the lowest of the compared OMol25 structures with the same formula, charge and spin: 371.4 kJ/mol. As for the HOMO-LUMO gap: 10.31 eV.

ORCA input file:
```
! RIJCOSX wB97M-V def2-TZVPD def2/J DEFGRID3
* xyz 0 1
O 0.51059 2.28265 -0.16894
H 2.81860 0.14410 0.30438
F -2.35736 0.36160 -0.58775
H -1.54767 0.49762 1.22784
O 2.16824 -0.29008 -0.48072
C 0.05277 1.11381 -0.12009
C -0.40161 -1.03986 -0.02526
C -1.26812 0.16719 0.13027
H -0.29131 -1.54167 0.90472
H -0.43564 -1.65257 -1.01298
N 0.75151 -0.04279 -0.17149
*
```

---

The following is a quantum chemistry calculation of 2 unconnected molecules or ions with the total composition C3H4FNO2 at a distorted geometry, from the OMol25 dataset.

For the molar mass, the calculation gives 105.07 u. As for the energy above the lowest of the compared OMol25 structures with the same formula, charge and spin: 432.3 kJ/mol. As for the HOMO-LUMO gap (spin up / spin down): 7.39 / 7.51 eV.

ORCA input file:
```
! RIJCOSX wB97M-V def2-TZVPD def2/J DEFGRID3
* xyz 0 1
H -0.71032 -0.86787 -0.67603
O 0.81029 0.24968 -4.11599
H 0.02802 -0.81407 0.95874
C 0.49650 1.45852 -1.52482
N 1.03767 -0.05114 -2.98305
C 0.78590 0.76544 -0.25605
F 0.85875 1.78165 0.71813
O 0.06897 2.44990 -2.00832
H 1.81028 0.23901 -0.24822
H -1.29006 0.34929 0.52358
C -0.37740 -0.18683 0.18493
*
```